Record 1
{"formula": "C5H23N2O4", "method": "ωB97M-V/def2-TZVPD", "elements": ["C", "H", "H", "H", "H", "H", "H", "H", "H", "H", "N", "H", "H", "O", "H", "H", "N", "O", "C", "O", "H", "C", "H", "H", "O", "H", "H", "C", "H", "H", "H", "H", "C", "H"], "coordinates": [[-1.7280, -1.0653, 0.2653], [1.2962, -2.1128, -0.3451], [-2.5385, 0.9045, 0.1990], [0.5133, -0.1171, -3.3391], [1.3893, 0.7871, -2.2778], [0.1347, 3.7355, -1.8462], [-3.6926, -1.0636, -0.9551], [-1.4081, -1.8535, 1.0166], [-3.6662, -2.4963, 0.2946], [1.2237, -0.3891, -0.1143], [0.7302, 0.0582, -2.3463], [1.1776, -1.7480, 3.8976], [-1.0855, 0.6148, 1.3711], [3.2662, -0.1872, 0.4697], [-1.4155, 0.2642, -2.0326], [2.4799, 2.7275, -0.0002], [0.7908, -1.2378, 0.0021], [0.3159, 3.2527, -0.9521], [-0.4769, 0.1884, -1.5096], [2.7581, 2.5055, 0.9286], [-0.2304, 3.6312, -0.1798], [-3.1030, -1.7976, -0.4329], [3.6058, 0.5821, 0.9393], [0.6342, -1.3168, 1.0122], [0.7500, -1.5436, 3.0560], [-0.6638, -1.9437, -1.3817], [-2.7974, -0.0715, 1.7472], [-0.5868, -1.1196, -0.7203], [-0.3874, 1.0606, -0.7373], [4.0738, -0.6616, 0.0877], [0.3745, -0.7413, 2.9021], [-2.6961, -2.4362, -1.2552], [-2.0702, 0.2075, 0.9125], [3.0320, 3.3832, 1.3240]], "mulliken_charge": [0.227, 0.312, 0.345, 0.245, 0.170, 0.309, 0.365, 0.398, 0.332, 0.385, -0.422, 0.309, 0.198, -0.584, 0.440, 0.325, 0.014, -0.630, -0.811, -0.652, 0.323, -1.225, 0.313, 0.075, -0.631, 0.598, 0.367, -0.360, 0.352, 0.272, 0.267, 0.355, -1.287, 0.304], "energy_ev": -16721.3242, "homo_lumo_gap_ev": 10.34, "e_above_lowest_ev": 2.4330, "e_homo_ev": -12.88, "charge": 1}

***

Record 2
{"formula": "C3H8S", "method": "ωB97M-V/def2-TZVPD", "elements": ["H", "S", "H", "C", "H", "C", "H", "H", "H", "H", "H", "C"], "coordinates": [[-1.7291, 1.4512, 0.9200], [0.3901, 1.1727, -0.2102], [0.9753, -0.9267, 0.7501], [0.5687, -1.3522, -1.3272], [0.0843, -2.3267, -1.3265], [-0.6914, 1.7034, 1.1169], [1.6338, -1.5553, -1.3905], [0.2435, -0.7514, -2.1749], [-0.7148, -0.8902, 0.3819], [-0.6411, 2.7891, 1.1921], [-0.3825, 1.3053, 2.0801], [0.2634, -0.6192, -0.0117]], "mulliken_charge": [0.289, -0.102, 0.304, -1.068, 0.315, -0.862, 0.285, 0.316, 0.301, 0.313, 0.282, -0.375], "energy_ev": -14075.8020, "homo_lumo_gap_ev": 9.59, "e_above_lowest_ev": 0.1195, "e_homo_ev": -8.44, "charge": 0, "smiles": "CCSC"}

***

Record 3
{"formula": "C25H71N11O9", "method": "ωB97M-V/def2-TZVPD", "elements": ["H", "H", "H", "H", "C", "H", "H", "N", "H", "N", "H", "H", "H", "H", "H", "H", "H", "H", "H", "H", "H", "H", "C", "H", "H", "H", "N", "O", "H", "H", "N", "H", "H", "C", "H", "C", "C", "H", "C", "H", "H", "H", "C", "C", "H", "C", "O", "H", "H", "C", "H", "H", "H", "H", "C", "H", "N", "O", "H", "O", "C", "H", "N", "H", "C", "C", "H", "O", "H", "C", "H", "H", "C", "H", "H", "H", "H", "H", "H", "C", "H", "H", "H", "H", "H", "H", "H", "N", "O", "C", "H", "H", "O", "C", "C", "N", "N", "H", "H", "O", "C", "O", "H", "H", "N", "H", "N", "C", "C", "H", "H", "H", "H", "C", "C", "H"], "coordinates": [[0.4633, 1.5608, 3.4232], [-2.6809, -0.8591, 5.1897], [2.4973, 6.2104, -6.0812], [-3.8051, 0.2143, 6.0097], [2.2114, 0.6324, 4.7134], [-1.2708, -0.1234, -6.0641], [0.5075, -1.7123, 2.7028], [1.6749, 5.7825, -5.7041], [2.4678, 1.8010, -5.9478], [3.2451, 3.0666, -2.2844], [-2.7517, 1.7076, 8.0908], [-1.1981, 0.9793, 5.1458], [-2.8266, 0.9989, -7.6827], [-2.8369, -1.3469, -7.8285], [-0.2177, 0.1996, -0.1851], [0.7989, 5.6630, -6.1763], [-3.6167, 1.6509, 1.4571], [1.2565, -4.0752, -0.6635], [1.2281, -0.7065, 0.2217], [3.0456, -4.1785, -1.0545], [-0.2809, 4.8547, -4.4342], [-3.5882, 1.0941, 10.3625], [2.3414, -7.0108, 2.6184], [4.3292, 0.6801, -1.4387], [0.6488, -6.6417, 1.3602], [2.8329, 1.5223, 4.5750], [-1.9347, 1.0487, 5.8496], [1.2692, 0.0004, -1.7340], [-4.2692, 0.0006, 3.6218], [0.2406, 0.6613, 2.1476], [-3.4974, 1.1164, -6.9289], [2.8570, 0.0508, 5.3752], [3.3964, -2.3110, 3.2570], [-1.2844, 4.0063, -0.4816], [-0.2623, 0.4782, 6.9675], [-1.3450, 0.3912, 7.0326], [1.6318, 1.3620, -1.5652], [-4.5751, -1.2365, -7.5431], [-2.0341, 0.9157, 8.3218], [0.7602, 2.0326, -1.6076], [2.6534, -0.2032, 2.7821], [2.1765, -6.0046, 2.9980], [1.6420, 5.5829, -4.3471], [1.7740, 0.0109, 3.3952], [2.1648, -3.5275, 2.9022], [-3.0229, 0.7527, 1.6772], [-2.0829, 1.1251, -4.5934], [-4.3808, 1.2058, -7.4199], [-3.9075, 1.7285, 4.0056], [0.9569, -1.2821, 3.6100], [-3.1173, 3.3741, -0.0322], [1.9891, -7.6725, 3.4108], [3.2480, -6.8177, 0.0043], [-0.2125, 0.4135, -3.9377], [1.3236, 1.2615, -7.4331], [-2.2645, 0.6679, 0.8947], [-1.0314, 4.1059, 0.8534], [-2.7942, -0.1468, 8.8869], [-3.7012, -0.0651, 1.3753], [-2.4971, 0.6024, 2.9447], [-2.1116, -0.0484, -5.3639], [-4.3891, -0.0608, -5.4976], [1.4256, -8.5913, 0.8983], [-0.1372, 1.0842, -8.8706], [1.5874, -7.2173, 1.2970], [-2.9927, 0.1870, 5.2763], [-1.2952, 1.2951, 9.0350], [2.4391, -5.0564, 0.6941], [-2.0575, -0.9745, -4.7691], [-3.0787, 0.1347, 10.2494], [-1.2299, 1.0052, -2.6288], [1.9786, 1.6143, -0.5474], [-0.9883, 1.1357, -3.6909], [4.7086, 1.0804, -3.1431], [-2.1176, 0.1761, 10.7722], [2.3854, 3.5833, -2.4640], [-2.7664, 3.2005, -1.7187], [-1.5751, -0.6770, 7.1351], [1.6247, -6.3176, -0.7019], [3.9351, 0.7266, -2.4563], [0.0248, -1.3558, -0.9100], [2.3216, 1.5434, -3.5121], [3.4105, -7.1162, 2.4281], [0.5523, 4.8974, -2.8594], [-3.5775, -2.2577, -6.5485], [-1.7532, 4.0243, 1.5428], [2.4367, -3.0668, 0.1742], [-2.4473, 3.3496, -0.7805], [2.0787, 0.3885, -7.8241], [0.5590, -0.4498, -0.6082], [3.8828, 3.3111, -3.0336], [3.7260, -0.2807, -2.8186], [1.6258, -2.2259, 4.3878], [2.7691, 1.6944, -2.5109], [-3.4588, -0.1059, -6.0601], [0.4753, 5.1311, -3.8440], [0.9886, 1.0519, 2.7176], [-3.6578, -0.6463, 10.7351], [-0.4585, 2.2509, -7.6176], [-0.5139, 4.3711, -1.3667], [2.6341, -2.9559, 3.7087], [2.6669, 5.8163, -3.6903], [0.0688, -0.9463, 4.1645], [3.1496, -3.5582, 4.4515], [0.1791, 1.6540, -8.1073], [1.1962, -9.1783, 1.6872], [1.5325, 1.9844, -6.2895], [2.2671, -6.3618, 0.1807], [-3.6020, -1.2809, -7.0536], [1.3475, 0.9721, 5.2934], [-0.1485, 4.4625, 1.1728], [-0.5795, 2.1512, -3.6660], [1.1414, 2.8342, -5.9360], [-3.5101, 0.7146, 3.9604], [2.2823, -4.0442, -0.2822], [0.7014, -8.6443, 0.1947]], "mulliken_charge": [0.397, 0.290, 0.224, 0.464, -1.262, 0.200, 0.417, -0.374, 0.169, -0.710, 0.332, 0.085, 0.182, 0.322, -0.056, 0.179, 0.261, 0.439, 0.048, 0.352, 0.175, 0.302, -0.973, 0.319, 0.170, 0.370, -0.456, -0.327, 0.413, -0.098, -0.629, 0.315, 0.228, 0.509, 0.318, -0.239, -0.692, 0.427, -0.745, -0.115, 0.303, 0.067, 0.662, 0.406, 0.066, -0.232, -0.364, 0.278, 0.347, 0.089, 0.175, 0.419, 0.279, 0.433, 0.503, -0.265, -0.365, -0.322, 0.354, -0.140, -0.492, 0.351, -0.664, 0.241, 0.516, -0.499, 0.464, -0.163, 0.380, -0.748, 0.030, 0.566, -0.107, 0.482, 0.307, 0.052, 0.193, 0.253, 0.418, -1.660, 0.344, -0.652, 0.314, 0.219, 0.368, 0.168, 0.100, -0.310, -0.664, -0.348, 0.375, 0.295, -0.455, 2.010, 0.220, -0.208, -0.474, 0.257, 0.221, -0.729, -0.391, -0.670, -0.269, 0.323, -0.405, 0.236, -0.184, -0.930, -1.458, 0.064, 0.209, -0.160, 0.068, -0.763, -0.811, 0.246], "energy_ev": -61893.1934, "homo_lumo_gap_ev": 9.25, "e_above_lowest_ev": 0.0000, "e_homo_ev": -9.00, "charge": 0, "smiles": "COC[C@H](C)N.COC[C@H](C)N.COC[C@H](C)N.COC[C@H](C)N.COCCNCCOC.NC(N)=O.NC(N)=O.NC(N)=O"}